57
Properties=species:S:1:pos:R:3:nbo_charge:R:1 method="wB97M-V/def2-TZVPD" e_above_lowest_kj_mol=2.6 e_homo_ev=-3.099 total_energy_ha=-4977.59336 total_charge=-2 multiplicity=1
Zr -0.01 -0.33 -0.97 2.2555
N -1.12 2.98 0.19 -0.5909
C 0.23 2.86 -0.02 0.4590
N 1.09 3.81 0.31 -0.4106
N 2.29 3.31 -0.06 -0.1250
N 2.16 2.14 -0.58 -0.1040
N 0.84 1.81 -0.57 -0.5257
C -2.06 2.24 -0.50 0.4643
N -3.28 2.69 -0.74 -0.4098
N -3.87 1.69 -1.43 -0.1170
N -3.05 0.73 -1.63 -0.1057
N -1.87 1.03 -1.02 -0.5265
H -1.43 3.91 0.43 0.4099
S 3.66 -2.35 -3.68 -0.3087
C 2.53 -1.70 -2.71 0.2549
N 1.72 -1.23 -2.01 -0.7032
C 2.25 -0.07 7.14 -0.6215
C 1.85 -0.14 5.69 -0.0071
C 2.77 0.09 4.68 -0.2415
C 2.42 0.04 3.33 0.0593
C 3.48 0.30 2.30 -0.6448
C 1.09 -0.24 3.00 -0.1153
C 0.13 -0.47 4.00 0.0567
C -1.31 -0.78 3.71 -0.6429
C 0.54 -0.42 5.33 -0.2449
C 0.69 -0.30 1.57 0.7920
O 1.49 -0.71 0.69 -0.7016
O -0.46 0.06 1.20 -0.7286
H 3.33 0.05 7.24 0.2055
H 1.96 -0.98 7.67 0.2074
H 1.77 0.77 7.64 0.2094
H 3.80 0.32 4.94 0.1919
H 4.38 0.68 2.79 0.1890
H 3.15 1.03 1.56 0.2593
H 3.72 -0.60 1.75 0.2432
H -1.41 -1.56 2.95 0.2563
H -1.82 0.09 3.32 0.2423
H -1.80 -1.11 4.62 0.1869
H -0.19 -0.61 6.11 0.1900
Br -4.40 -2.69 -6.73 0.0124
C -3.00 -1.45 -6.35 -0.1030
C -2.55 -0.62 -7.36 -0.2415
C -1.54 0.28 -7.09 -0.2145
C -0.99 0.35 -5.82 -0.1570
C -1.45 -0.49 -4.82 -0.1349
C -2.47 -1.41 -5.08 -0.1306
C -0.86 -0.42 -3.45 0.7873
O -1.15 -1.30 -2.60 -0.7135
O -0.09 0.53 -3.14 -0.6854
H -2.99 -0.68 -8.35 0.2138
H -1.18 0.94 -7.88 0.2063
H -0.20 1.05 -5.58 0.2421
H -2.82 -2.04 -4.28 0.2521
F -2.18 -2.32 0.08 -0.3736
C -0.81 -2.40 -0.09 0.5450
F -0.37 -2.84 1.16 -0.3919
F -0.65 -3.52 -0.87 -0.3702